No. 1
{
  "formula": "C22H46F3NO18P",
  "method": "wB97M-V/def2-TZVPD",
  "elements": ["O", "H", "C", "O", "H", "H", "O", "H", "H", "O", "H", "H", "H", "H", "H", "H", "H", "C", "C", "C", "O", "F", "H", "H", "C", "C", "O", "O", "P", "H", "H", "C", "H", "H", "H", "H", "O", "O", "C", "C", "C", "H", "C", "H", "N", "C", "H", "C", "O", "F", "H", "H", "C", "H", "O", "H", "H", "O", "H", "C", "H", "H", "H", "H", "O", "H", "H", "H", "C", "O", "C", "C", "C", "H", "C", "H", "H", "O", "O", "H", "H", "O", "H", "O", "H", "H", "H", "C", "C", "H", "F"],
  "coordinates": [[4.320, -6.299, -1.844], [-7.643, 0.545, 0.491], [4.316, -5.090, -2.421], [5.221, -4.601, -3.046], [-1.054, -4.218, 0.080], [8.974, 1.580, -0.953], [-2.619, 1.203, 0.026], [7.781, 2.718, -1.592], [-7.169, 0.502, -1.706], [7.201, -0.824, -0.961], [3.057, -3.251, -3.829], [6.736, 0.876, 2.460], [-8.771, 5.992, -2.504], [1.167, -3.785, 0.136], [5.762, 1.897, 1.349], [-0.901, -3.878, 1.872], [10.309, 7.193, -1.199], [-8.194, 0.652, 3.057], [-7.779, -0.395, 1.029], [-0.620, -0.368, 0.344], [7.297, 0.811, 0.458], [-2.338, -1.856, -1.997], [3.712, -2.528, -2.322], [8.682, 7.325, -0.450], [-8.220, 3.422, -2.610], [-1.282, 1.075, 0.535], [8.790, 5.151, -1.982], [-8.650, -0.216, 2.141], [-1.774, -1.813, 0.641], [-9.546, 1.606, 5.830], [-3.255, -0.658, 2.386], [9.712, 6.992, -0.307], [9.408, 2.586, -2.342], [10.141, 7.544, 0.528], [-1.978, 2.254, 2.387], [-0.214, -0.437, -0.719], [9.346, 3.535, -0.490], [-9.098, 0.730, 4.040], [-0.756, -3.426, 0.832], [-7.041, 1.461, -2.208], [6.760, 1.516, 1.577], [-6.852, 1.273, -3.267], [9.249, 4.800, -0.925], [-10.508, 5.700, -2.679], [0.672, -3.045, 0.658], [-8.743, 1.625, 5.094], [7.415, 2.363, 1.781], [-2.770, -1.678, 2.269], [9.751, 5.604, 0.023], [-4.195, -1.474, -0.669], [-9.428, 5.287, -4.019], [0.513, -2.477, 2.715], [8.845, 2.561, -1.406], [6.520, -2.772, -0.701], [-7.301, 3.894, -3.228], [-2.086, -1.934, 3.148], [1.803, -3.772, 2.424], [-7.152, 1.256, 3.001], [0.256, -0.463, 1.059], [-1.128, 1.576, 2.068], [6.375, -6.494, -1.571], [-5.618, -2.885, 1.724], [1.980, -2.853, -2.481], [-8.242, -1.115, 0.353], [-9.398, 4.013, -2.374], [5.546, -1.751, -1.811], [-0.993, 0.681, 2.757], [-6.195, 1.980, -1.752], [2.975, -3.215, -2.741], [-3.746, -2.753, 2.187], [5.536, -7.028, -2.021], [-2.987, -2.148, -0.783], [6.551, -1.991, -1.463], [-6.817, -0.797, 1.354], [6.588, -0.265, 0.091], [2.066, -1.974, 1.868], [-0.166, 2.194, 2.125], [5.575, -0.660, 0.615], [3.125, -4.518, -2.179], [-8.644, 2.645, 4.716], [-7.820, 1.302, 5.579], [-5.009, -2.212, 2.104], [-0.640, 1.803, -0.072], [-8.242, 2.208, -2.035], [5.424, -7.986, -1.514], [5.722, -7.216, -3.080], [-3.236, 0.583, 0.459], [-9.518, 5.321, -2.932], [1.330, -2.837, 1.995], [7.130, -2.359, -2.310], [-3.302, -3.521, -0.866]],
  "lowdin_charge": [0.0001, 0.0844, -0.6014, 0.1300, 0.1202, 0.0808, -0.0515, 0.1001, 0.0724, 0.0086, 0.1067, 0.0997, 0.0993, 0.1115, 0.0986, 0.1184, 0.0997, -0.6009, -0.0437, -0.1950, -0.0290, 0.0784, 0.0741, 0.0975, -0.6043, -0.4101, 0.1252, 0.0141, 1.2187, 0.0971, 0.1260, -0.0453, 0.1032, 0.0939, 0.0985, 0.1236, 0.0007, 0.0081, -0.2600, -0.0538, -0.0302, 0.1026, -0.6067, 0.0956, -0.1810, -0.0397, 0.0983, -0.1964, -0.0019, 0.0918, 0.1002, 0.0787, -0.0472, 0.1024, 0.1280, 0.1325, 0.1030, 0.1165, 0.1007, -0.0435, 0.0995, 0.1397, 0.0824, 0.1030, 0.0033, 0.0729, 0.0680, 0.1000, -0.0386, -0.2082, -0.0355, -0.5057, -0.0418, 0.0702, -0.5987, 0.0966, 0.0977, 0.1102, -0.0121, 0.1004, 0.0975, -0.0409, 0.1590, -0.0008, 0.0966, 0.1023, 0.0673, -0.0405, -0.1106, 0.1019, 0.0665],
  "e_homo_ev": -12.06,
  "e_above_lowest_kj_mol": 134.64,
  "lumo_energy_ev": -3.029,
  "charge": 1,
  "orbital_gap_ha": 0.3318
}

No. 2
{
  "formula": "C22H46LuN3OP2",
  "method": "wB97M-V/def2-TZVPD",
  "elements": ["H", "H", "H", "H", "H", "C", "C", "H", "N", "C", "H", "H", "O", "H", "H", "C", "H", "C", "Lu", "H", "C", "C", "H", "H", "C", "H", "H", "C", "H", "H", "H", "C", "H", "C", "H", "H", "P", "H", "H", "H", "H", "C", "C", "H", "H", "C", "H", "H", "C", "H", "H", "H", "H", "H", "H", "C", "C", "H", "H", "C", "H", "C", "H", "N", "H", "H", "C", "C", "H", "P", "H", "H", "H", "C", "N"],
  "coordinates": [[-3.070, 4.585, 0.682], [3.131, 1.695, 3.241], [1.776, 2.601, 2.532], [-2.952, 4.108, 2.387], [0.515, -2.368, 0.518], [2.214, 1.592, 2.637], [4.339, -2.285, -1.499], [4.357, -2.890, -2.413], [-1.840, -1.130, 0.175], [0.282, -0.711, 4.788], [-0.692, 3.862, -1.996], [2.515, 1.243, 1.632], [1.195, 0.454, -0.858], [-1.875, 4.946, -1.212], [-3.979, 0.939, 0.980], [3.200, -1.829, 0.711], [-0.760, -2.342, 5.693], [-1.739, 4.195, -2.003], [-0.400, 0.380, 0.604], [3.209, -0.729, 0.667], [1.344, 0.184, 4.628], [-3.076, 3.724, 1.364], [-2.554, 2.387, -2.781], [1.862, 0.246, -2.893], [-0.159, -1.469, 5.971], [0.716, -1.813, 6.538], [1.377, -4.802, -2.325], [-2.716, 3.011, -1.882], [3.049, 0.040, -2.073], [2.417, -2.134, 1.418], [-1.147, -1.347, 3.359], [-0.540, 3.379, 1.062], [-0.755, -0.834, 6.643], [-3.635, 0.668, -0.035], [5.204, -2.590, -0.893], [-1.475, -1.908, -1.794], [-2.288, 1.841, -0.556], [-4.470, 3.991, -0.989], [1.624, -4.802, -4.076], [3.280, -2.054, -4.254], [0.255, -3.647, -0.650], [1.300, 0.652, 3.317], [2.196, -2.119, -4.421], [4.491, -1.231, -1.770], [-1.913, 4.698, -2.965], [-1.306, -2.164, -0.714], [2.046, -2.706, -5.338], [0.248, 2.793, 0.536], [1.956, -0.166, -1.875], [-3.447, -1.176, -1.170], [-1.966, 1.941, 1.833], [-4.375, 4.063, -2.756], [-4.848, 2.551, -1.967], [-0.563, 4.369, 0.582], [4.155, -2.144, 1.156], [-4.189, 3.423, -1.884], [0.203, -2.545, -0.535], [2.889, -3.565, -0.525], [-4.063, 3.242, 1.322], [3.066, -2.487, -0.676], [-0.197, 3.517, 2.098], [1.466, -2.818, -3.260], [-4.471, 0.863, -0.723], [0.230, 0.076, 2.682], [1.808, -1.111, -4.610], [0.385, -2.779, -3.487], [-3.243, -0.832, -0.133], [-1.943, 2.736, 1.053], [2.969, -4.390, -3.008], [1.583, -1.974, -1.638], [-3.900, -1.432, 0.529], [-1.920, -3.088, -0.539], [2.084, 0.454, 5.370], [1.886, -4.284, -3.148], [-0.356, -0.754, 3.612]],
  "lowdin_charge": [0.0787, 0.1071, 0.0790, 0.0956, 0.0716, -0.0184, -0.0869, 0.0678, -0.3488, -0.2693, 0.0797, 0.0707, -0.4923, 0.0734, 0.0882, -0.0835, 0.0942, -0.0965, 1.5143, 0.0679, 0.0476, -0.0929, 0.1130, 0.0868, 0.0027, 0.1035, 0.0773, -0.5485, 0.1065, 0.0664, 0.1714, -0.1290, 0.1078, -0.2993, 0.0995, 0.1153, 0.9657, 0.0732, 0.0986, 0.0825, 0.1046, -0.3165, -0.0825, 0.0769, 0.0959, -0.3213, 0.0996, 0.0459, -0.3767, 0.1140, 0.0841, 0.0955, 0.0716, 0.0914, 0.0979, -0.0979, -0.2421, 0.1233, 0.0825, -0.4799, 0.0860, -0.4799, 0.0789, -0.1263, 0.0759, 0.1238, -0.3124, -0.5874, 0.0808, 1.1059, 0.1208, 0.1296, 0.1338, -0.0927, 0.0563],
  "e_homo_ev": -13.55,
  "e_above_lowest_kj_mol": 0.00,
  "lumo_energy_ev": -4.609,
  "charge": 2,
  "orbital_gap_ha": 0.3287
}

No. 3
{
  "formula": "C22H46N3OP2SeZn",
  "method": "wB97M-V/def2-TZVPD",
  "elements": ["H", "C", "C", "H", "C", "C", "H", "H", "H", "H", "H", "C", "H", "H", "H", "C", "C", "C", "H", "N", "H", "H", "H", "H", "H", "H", "H", "C", "C", "H", "H", "H", "O", "H", "C", "H", "H", "C", "H", "H", "H", "H", "C", "C", "C", "N", "C", "H", "P", "H", "H", "H", "C", "H", "H", "H", "C", "C", "C", "Se", "H", "N", "P", "H", "H", "H", "H", "H", "H", "C", "Zn", "H", "H", "C", "H", "H"],
  "coordinates": [[1.366, 4.902, -0.131], [0.285, -3.391, 0.238], [-2.525, 3.319, -1.388], [1.190, -2.935, 0.685], [0.568, 4.640, 0.575], [-0.625, -4.418, -3.112], [-1.242, 2.548, -2.926], [-0.333, 5.225, 0.339], [-1.241, -2.366, -3.235], [-0.606, 3.139, 2.584], [-3.240, 3.654, -2.151], [-0.863, -3.185, 1.227], [0.360, 4.482, -3.024], [-0.399, -0.077, -3.910], [-3.238, -3.565, -2.599], [2.584, 1.195, -1.543], [-1.873, -0.304, 3.391], [1.729, -2.435, -2.089], [-2.574, -0.227, 4.229], [1.572, 0.316, 4.162], [-2.877, -2.409, -1.306], [1.553, 2.576, -2.867], [2.252, -3.371, -1.843], [-1.946, -1.301, 2.948], [-1.122, 1.767, 1.597], [1.553, -2.405, -3.177], [3.575, -0.252, 4.402], [1.727, 2.467, -1.783], [0.272, 3.138, 0.633], [1.156, 2.602, 1.031], [-2.538, 4.055, -0.573], [-1.800, -3.651, 0.892], [-3.164, -0.124, 0.125], [-0.569, -3.631, 2.187], [-2.522, -3.322, -1.802], [-2.878, 2.350, -1.007], [-0.575, 5.314, -1.748], [-2.190, -0.061, -0.497], [-1.329, 4.936, -3.307], [3.428, 1.207, -2.272], [-1.331, -4.688, -3.908], [-1.039, -2.119, 1.412], [-0.625, 4.569, -2.550], [-0.331, 0.214, 5.272], [0.622, -0.010, 3.228], [1.800, -0.003, -1.680], [0.563, -4.875, -0.014], [0.894, -5.317, 0.937], [0.051, -2.369, -1.294], [3.303, 1.503, 4.190], [-2.531, -4.152, -1.083], [3.071, 1.252, -0.535], [1.001, 0.444, 5.416], [3.081, -1.389, -0.705], [1.360, -5.043, -0.750], [-1.144, 0.212, 5.975], [-1.144, -3.141, -2.453], [-0.897, 2.840, 1.567], [-1.146, 3.221, -2.054], [0.996, -0.270, 1.446], [-0.344, -5.413, -0.323], [-0.551, -0.062, 3.936], [0.050, 2.305, -1.007], [2.253, 3.364, -1.422], [-2.142, 0.444, 2.639], [3.430, -1.122, -2.423], [0.896, 4.954, 1.577], [-0.577, -5.257, -2.408], [3.102, 0.389, 2.796], [2.976, 0.502, 3.874], [-0.158, -0.015, -1.318], [1.566, 0.677, 6.302], [-1.806, 3.390, 1.290], [2.589, -1.205, -1.695], [0.360, -4.275, -3.573], [-1.096, 0.039, -3.615]],
  "lowdin_charge": [0.0732, -0.5545, -0.1014, 0.0646, -0.0996, -0.1014, 0.0927, 0.0731, 0.0804, 0.0931, 0.0910, -0.1512, 0.0722, 0.0839, 0.0906, -0.3598, -0.0131, -0.2930, 0.1032, -0.1352, 0.0440, 0.0862, 0.0848, 0.0779, 0.0043, 0.0845, 0.1057, -0.2926, -0.5406, 0.0781, 0.0749, 0.0726, 0.1197, 0.0943, -0.1013, 0.0444, 0.0661, -0.0308, 0.0876, 0.1162, 0.0874, -0.0173, -0.1013, -0.0335, -0.6159, -0.3050, -0.1014, 0.0891, 0.9775, 0.1042, 0.0760, 0.1005, -0.0300, 0.1014, 0.0729, 0.1251, -0.5541, -0.1319, -0.5517, 0.8119, 0.0722, -0.1124, 0.9804, 0.0846, 0.0655, 0.1163, 0.0883, 0.0661, 0.0261, -0.0398, 0.1981, 0.1289, 0.0722, -0.3595, 0.0721, 0.0518],
  "e_homo_ev": -9.57,
  "lumo_energy_ev": -2.791,
  "charge": 1,
  "orbital_gap_ha": 0.2490
}

No. 4
{
  "formula": "C22H46N5OS",
  "method": "wB97M-V/def2-TZVPD",
  "elements": ["H", "C", "H", "C", "C", "C", "H", "C", "H", "H", "C", "H", "C", "H", "H", "H", "H", "N", "C", "H", "H", "H", "H", "H", "H", "C", "S", "H", "H", "H", "H", "H", "H", "H", "H", "H", "H", "H", "H", "H", "H", "H", "C", "O", "C", "N", "C", "C", "N", "H", "H", "H", "H", "H", "C", "C", "C", "H", "H", "H", "H", "H", "C", "H", "C", "H", "C", "H", "N", "N", "C", "C", "H", "C", "H"],
  "coordinates": [[1.843, -1.580, -0.005], [0.205, -0.476, 0.758], [-3.629, 3.310, -0.652], [-3.939, -1.608, 0.342], [0.118, -2.443, -0.924], [0.809, -1.786, 0.283], [5.068, -1.372, -0.368], [-5.089, 5.603, -1.722], [4.218, -1.270, 1.168], [7.005, -4.263, 1.463], [3.937, -3.919, 2.792], [-3.091, 6.369, -1.433], [-1.784, -3.306, 0.561], [5.490, -3.705, -0.169], [-5.680, 5.080, -2.475], [7.641, -5.139, 3.633], [-2.403, 2.155, -1.131], [4.982, -4.064, 1.798], [-3.068, 2.937, -1.508], [-0.168, -4.472, -0.271], [-5.022, 4.969, -0.838], [-3.219, 6.177, -5.421], [-1.539, -2.402, 1.107], [-1.184, 2.143, 0.994], [3.603, -1.775, 3.153], [-3.712, 6.012, -2.258], [-3.488, -3.227, -0.061], [-4.460, 3.824, -3.908], [-3.763, 2.458, -2.200], [1.122, -0.465, 2.853], [3.803, -3.492, 0.196], [0.909, -2.832, -1.563], [6.037, -4.889, 4.301], [-0.635, 0.644, -0.877], [-1.511, 3.553, -2.852], [3.278, -2.820, 4.535], [6.645, -3.070, 2.700], [2.976, -3.987, 2.272], [-5.648, 6.495, -1.435], [5.968, -1.512, 1.133], [-2.871, 3.808, -4.660], [0.632, 1.925, 2.906], [-4.880, 0.238, 0.043], [-4.670, -0.943, -0.579], [0.667, 0.084, 2.039], [-2.943, 5.019, -2.993], [5.031, -1.778, 0.646], [-2.246, 4.037, -2.196], [0.451, 1.344, 2.097], [1.114, 0.927, -0.634], [3.966, -4.794, 3.444], [0.421, 2.795, 0.603], [-4.413, 5.045, -6.064], [-1.336, -3.917, -1.440], [4.809, -3.296, 0.583], [0.155, 0.771, -0.146], [6.344, -4.055, 2.308], [-1.794, -4.105, 1.296], [-4.859, 6.134, -4.760], [0.868, -2.491, 1.113], [-0.859, -0.668, 1.000], [-1.660, 4.568, -1.438], [6.582, -5.105, 3.381], [-3.842, 6.879, -2.908], [-0.133, 1.896, 0.858], [4.936, -2.457, 4.085], [-3.596, 4.460, -4.164], [6.283, -6.092, 3.027], [-4.317, 0.318, 1.196], [-3.717, -0.914, 1.407], [-4.048, 5.521, -5.154], [3.945, -2.667, 3.684], [-5.463, 0.986, -0.463], [-0.779, -3.618, -0.555], [-0.401, -1.706, -1.537]],
  "lowdin_charge": [0.1115, -0.2733, 0.0600, -0.7088, -0.1748, -0.1491, 0.0720, -0.0782, 0.0352, 0.1203, -0.2462, 0.1138, -0.4446, 0.1147, 0.0675, 0.0768, 0.0351, -0.1989, -0.0905, 0.1163, 0.0526, 0.0830, 0.0439, 0.1306, 0.0339, -0.2413, 1.0401, 0.1019, 0.0695, 0.1660, 0.1004, 0.1165, 0.0656, 0.1119, 0.1106, 0.0723, 0.1040, 0.1024, 0.0757, 0.0703, 0.1172, 0.1865, -0.1901, 0.0409, 0.0711, -0.1998, -0.0873, -0.2552, 0.1275, 0.1352, 0.1053, 0.1350, 0.0760, 0.0962, -0.2504, -0.0800, -0.2670, 0.0787, 0.0670, 0.1227, 0.1458, 0.1082, -0.0848, 0.1042, -0.0863, 0.0708, -0.2732, 0.0831, 0.0537, 0.0426, -0.0848, -0.0811, 0.1342, -0.2474, 0.1169],
  "e_homo_ev": -10.21,
  "lumo_energy_ev": -4.134,
  "charge": 1,
  "orbital_gap_ha": 0.2234
}